{"formula": "C10H17N3O3S", "method": "the ωB97M-V functional and the def2-TZVPD basis", "smiles": "CCOC(Cc1c(N)nc(S)nc1O)OCC", "de_lowest_kj_mol": 270.76, "lumo_ha": 0.0291, "homo_lumo_gap_ev": 9.15, "elements": ["N", "N", "O", "O", "O", "S", "C", "C", "C", "C", "N", "C", "C", "C", "C", "C", "C", "H", "H", "H", "H", "H", "H", "H", "H", "H", "H", "H", "H", "H", "H", "H", "H", "H"], "xyz": [[2.1914, -1.6245, 2.9556], [0.6817, 0.1947, 3.2308], [2.0767, -2.9474, 1.4244], [-1.8053, 0.0083, -0.9832], [0.3429, 0.5552, -0.8410], [2.3351, -0.1365, 5.1690], [1.6749, -0.5671, 3.6311], [1.6004, -1.8781, 1.8432], [0.0468, -0.1901, 2.1320], [0.4405, -1.2956, 1.3746], [-1.0947, 0.5411, 1.9295], [-3.4806, 1.5850, -1.9227], [1.7682, 0.9390, -2.8308], [-2.0498, 1.2162, -1.9329], [1.6166, 0.3561, -1.4760], [-0.5160, -0.6190, -0.9882], [-0.3461, -1.6634, 0.1135], [2.7618, -3.1725, 2.0744], [1.1068, 0.4329, 5.4366], [-1.4901, 0.6053, 0.9919], [-1.1450, 1.3698, 2.4742], [-4.2209, 0.7092, -1.9760], [-3.7297, 2.2448, -2.7599], [-3.6906, 2.0810, -0.9749], [1.2755, 0.3103, -3.5630], [1.3053, 1.9235, -2.7308], [2.8596, 1.0073, -3.0393], [-1.7444, 1.0963, -2.9883], [-1.5012, 2.1583, -1.7137], [1.9080, -0.6413, -1.3421], [2.3340, 1.0218, -0.9378], [-0.2529, -1.2095, -1.8981], [0.1176, -2.5258, -0.2599], [-1.3763, -1.8855, 0.3780]], "forces_ev_per_angstrom": [[0.4, 4.1, 4.4], [0.4, -0.1, 0.8], [1.8, -5.6, -4.5], [-0.2, 0.9, -1.5], [0.4, -1.7, -1.0], [-0.7, 0.3, 0.9], [0.6, -0.7, -1.1], [-2.7, 1.6, 0.9], [-1.1, 0.4, -0.1], [-1.0, 1.6, -1.3], [0.0, -0.8, -1.4], [-2.3, -1.3, 0.8], [-0.1, -0.3, -0.5], [1.5, -0.6, -0.3], [0.7, 2.5, 2.1], [0.8, 2.5, -0.6], [-0.4, 1.2, 1.8], [0.1, -0.2, -0.2], [1.1, -0.1, 0.2], [0.2, -0.2, 0.3], [0.0, 0.5, 0.4], [1.3, 1.0, -0.1], [0.2, 0.0, 0.2], [-0.3, 0.2, -0.1], [-0.1, 0.3, -0.6], [0.2, 0.0, -0.6], [-0.8, 0.1, -0.1], [0.2, -1.2, 0.5], [0.2, -1.0, 0.9], [0.6, -1.6, 0.0], [-0.5, -0.9, 0.6], [-0.6, 1.1, -0.2], [0.4, -1.3, -0.9], [-0.2, -0.5, 0.3]], "mulliken_charge": [-0.79, -0.66, -0.53, -0.42, -0.32, -0.29, 0.21, 0.96, 0.63, 0.22, -0.40, -1.25, -1.29, -0.11, -0.32, 0.20, -1.69, 0.41, 0.18, 0.32, 0.26, 0.27, 0.39, 0.30, 0.30, 0.27, 0.41, 0.37, 0.22, 0.48, 0.30, 0.50, 0.52, 0.37]}

{"formula": "C10H17NS", "method": "the ωB97M-V functional and the def2-TZVPD basis", "de_lowest_kj_mol": 468.62, "lumo_ha": [-0.0420, 0.0272], "homo_lumo_gap_ev": [5.99, 9.28], "elements": ["C", "C", "C", "C", "C", "C", "C", "C", "C", "C", "N", "S", "H", "H", "H", "H", "H", "H", "H", "H", "H", "H", "H", "H", "H", "H", "H", "H", "H"], "xyz": [[-0.9191, 2.2577, 0.8499], [-2.0848, -0.0220, -0.6080], [-0.8649, 3.2659, 1.7085], [0.8088, -0.5992, 0.8451], [0.4210, -0.4619, -0.7238], [-3.3680, -0.6631, -0.8172], [1.9829, 0.1382, 1.2819], [-0.1035, -1.3920, 1.7710], [1.1201, -1.6237, -1.5301], [0.8087, 0.8685, -1.2567], [-1.0272, -0.6425, -0.9114], [-2.4237, 1.7141, 0.0516], [-1.8107, 3.8096, 2.0317], [0.0422, 3.5047, 2.2205], [-3.7800, -0.6493, 0.2388], [-3.1740, -1.6349, -1.3462], [-4.0065, -0.0454, -1.5681], [2.7126, 0.0130, 0.4493], [2.5412, -0.3330, 2.1616], [1.8522, 1.1398, 1.4789], [-0.7245, -0.6764, 2.4650], [0.6032, -1.9630, 2.3915], [-0.7281, -2.0662, 1.2262], [0.8272, -1.5154, -2.6335], [0.8286, -2.5794, -1.2495], [2.2484, -1.5531, -1.5197], [0.8289, 0.8371, -2.3664], [1.7595, 1.0543, -0.9008], [0.0815, 1.5770, -0.6712]], "forces_ev_per_angstrom": [[-2.1, 0.3, 0.3], [3.0, 0.7, -0.4], [-1.1, -0.4, 0.0], [-2.7, -0.2, -1.9], [-0.2, -1.5, 1.6], [-2.0, 0.2, -1.1], [2.6, -3.3, 0.2], [1.1, 2.0, 0.9], [0.8, 2.6, -1.9], [-2.1, 0.7, 0.1], [-0.6, -0.3, 0.8], [1.5, -0.5, 0.2], [1.2, -0.7, -0.5], [0.5, 0.4, 0.1], [-0.4, -0.7, -1.5], [-0.5, 0.7, 1.1], [0.7, -0.8, 1.6], [-0.1, 0.5, 0.5], [-1.0, 0.5, -0.8], [-0.3, 2.4, 0.4], [0.9, -1.4, -1.2], [-0.5, 0.0, 0.3], [-0.6, -0.3, -0.2], [0.3, -0.1, 1.4], [-0.6, -1.7, 0.9], [-1.2, 0.1, 0.3], [-0.5, 0.6, 0.7], [2.1, 0.9, 0.3], [1.6, -0.6, -1.9]], "mulliken_charge": [0.26, 0.78, -0.78, 0.62, 0.87, -1.25, -1.20, -1.45, -1.60, -0.94, -0.44, -0.20, 0.21, 0.29, 0.32, 0.30, 0.32, 0.36, 0.35, 0.23, 0.17, 0.47, 0.33, 0.38, 0.42, 0.28, 0.36, 0.42, 0.12]}

{"formula": "C10H18CuN3O5P", "method": "the ωB97M-V functional and the def2-TZVPD basis", "spin_multiplicity": 2, "total_charge": 2, "de_lowest_kj_mol": 210.46, "lumo_ha": [-0.3227, -0.3754], "homo_lumo_gap_ev": [6.38, 4.95], "elements": ["O", "C", "Cu", "O", "C", "C", "O", "C", "O", "C", "N", "C", "P", "O", "N", "C", "C", "N", "C", "C", "H", "H", "H", "H", "H", "H", "H", "H", "H", "H", "H", "H", "H", "H", "H", "H", "H", "H"], "xyz": [[0.2741, -2.5869, -2.8348], [0.2902, -1.4443, -2.8808], [0.2093, 0.3893, -2.8054], [-2.3411, 0.3749, -4.3376], [-1.3379, 0.3935, -3.7920], [1.8390, 0.4282, -3.7650], [2.8346, 0.4271, -4.3385], [0.2440, 2.2359, -2.8498], [0.2177, 3.3813, -2.8476], [-1.2665, -2.1983, 2.0547], [-1.0718, -1.7873, 0.6323], [-2.4277, -1.8352, -0.0413], [-0.1975, -0.3737, 0.3362], [-0.5330, -0.0154, -1.0690], [-0.8466, 0.9728, 1.2377], [-0.6864, 2.3342, 0.6063], [-0.5183, 1.1104, 2.6908], [1.5160, -0.5694, 0.5044], [2.1246, -0.5372, 1.8656], [2.4027, 0.2800, -0.3841], [-1.7497, -3.1750, 2.1480], [-1.9182, -1.4587, 2.5412], [-0.3035, -2.2561, 2.5581], [-3.0091, -0.9860, 0.3438], [-2.3063, -1.7517, -1.1133], [-2.9667, -2.7604, 0.1798], [-1.1048, 2.3338, -0.3933], [-1.1801, 3.1264, 1.1857], [0.3919, 2.5717, 0.5649], [-1.2377, 1.7432, 3.2221], [-0.5175, 0.1290, 3.1675], [0.4726, 1.5767, 2.8085], [3.1234, -0.9853, 1.8899], [2.2308, 0.5091, 2.1956], [1.4909, -1.0896, 2.5561], [2.2234, 0.0167, -1.4318], [2.1590, 1.3455, -0.2109], [3.4764, 0.1311, -0.1941]], "forces_ev_per_angstrom": [[0.1, 3.8, -0.2], [0.1, -7.1, 0.6], [0.9, -0.1, 1.4], [3.3, 0.1, 1.8], [-6.5, -0.1, -3.8], [6.1, 0.1, -3.5], [-3.8, 0.0, 2.2], [-0.2, 7.1, 1.1], [0.1, -4.1, -0.2], [0.2, 0.5, 0.0], [0.0, 0.0, 0.4], [0.6, 0.9, 0.4], [0.0, 0.6, 3.1], [0.1, 0.7, -2.0], [0.6, -0.1, -0.1], [0.6, -0.9, 0.2], [0.3, -0.3, -0.3], [0.0, 0.3, -0.4], [-0.4, 0.2, 0.1], [-1.3, 0.0, 0.4], [0.2, 0.1, -0.4], [0.2, -0.3, 0.1], [-0.1, 0.0, 0.1], [-0.2, -0.2, -0.3], [-0.1, 0.0, -0.1], [0.5, 0.1, 0.2], [-0.1, 0.0, -0.1], [0.0, -0.6, 0.0], [-0.3, 0.2, -0.1], [-0.1, -0.2, -0.4], [0.1, 0.2, 0.0], [-0.3, -0.2, 0.1], [-0.3, -0.1, -0.4], [-0.1, -0.4, 0.1], [0.1, 0.1, 0.1], [0.2, 0.0, 0.2], [0.4, -0.3, -0.3], [-0.6, -0.3, 0.2]], "mulliken_spin": [-0.02, 0.18, 0.50, -0.01, 0.06, 0.10, -0.02, 0.14, -0.02, 0.00, 0.00, 0.00, 0.02, 0.05, 0.00, 0.00, 0.00, 0.00, 0.00, 0.00, 0.00, 0.00, 0.00, 0.00, 0.00, 0.00, 0.00, 0.00, 0.00, 0.00, 0.00, 0.00, 0.00, 0.00, 0.00, 0.00, 0.00, 0.00]}

{"formula": "C10H18F2O9SSi", "method": "the ωB97M-V functional and the def2-TZVPD basis", "smiles": "CCOC[SiH2]C[SH](=O)=O.O=C1OC[C@@H](F)O1.O=C1OC[C@@H](F)O1", "lumo_ha": 0.0133, "homo_lumo_gap_ev": 9.60, "elements": ["C", "C", "O", "C", "Si", "C", "S", "O", "O", "H", "H", "H", "H", "H", "H", "H", "H", "H", "H", "H", "H", "C", "C", "O", "C", "O", "O", "F", "H", "H", "H", "C", "C", "O", "C", "O", "O", "F", "H", "H", "H"], "xyz": [[-1.1736, 1.6026, -0.1987], [-0.7126, 2.6386, -1.2080], [-0.5099, 3.9012, -0.5820], [-1.4429, 4.8902, -0.9766], [-3.1323, 4.7666, -0.0825], [-4.2667, 3.7060, -1.1919], [-5.5908, 2.8914, -0.3484], [-6.8018, 3.5942, -0.6160], [-5.2398, 2.6619, 1.0165], [-1.6769, 0.7592, -0.6650], [-1.8748, 2.0244, 0.5179], [-0.3158, 1.2554, 0.3691], [-1.3597, 2.7048, -2.0830], [0.2636, 2.3255, -1.5771], [-1.5834, 4.9324, -2.0611], [-1.0304, 5.8542, -0.6859], [-3.6347, 6.1546, 0.0112], [-2.9255, 4.2028, 1.2553], [-3.6410, 2.9355, -1.6371], [-4.6806, 4.2968, -2.0019], [-5.6696, 1.6815, -0.9600], [2.1519, -2.9169, -0.9701], [1.2841, -2.1729, -1.9567], [0.5905, -1.2599, -1.1192], [1.3909, -1.0056, -0.0456], [1.2374, -0.1087, 0.7133], [2.3894, -1.9154, 0.0291], [0.3893, -2.9840, -2.5657], [1.6270, -3.7601, -0.5228], [3.0858, -3.2688, -1.3989], [1.8336, -1.6166, -2.7176], [3.3748, -4.4223, 2.9226], [4.8379, -4.7849, 3.0296], [4.9868, -5.7534, 2.0035], [4.0583, -5.4774, 1.0479], [4.0642, -5.9129, -0.0533], [3.1249, -4.6170, 1.5253], [5.1370, -5.3476, 4.2222], [2.7478, -5.0999, 3.5027], [3.1629, -3.3976, 3.2150], [5.5245, -3.9579, 2.8438]], "forces_ev_per_angstrom": [[-0.2, 0.2, 0.2], [0.5, -0.3, 0.3], [0.0, 0.0, -0.5], [-0.5, 0.1, 0.5], [0.5, 0.2, -0.2], [0.1, -0.2, 0.3], [-0.1, 0.4, 0.0], [-0.6, 0.3, -0.5], [0.5, -0.4, 0.4], [0.2, -0.2, -0.2], [-0.2, 0.2, 0.0], [-0.2, -0.1, 0.0], [-0.2, 0.2, 0.0], [0.1, 0.0, -0.2], [0.1, -0.1, -0.2], [0.2, 0.1, 0.0], [-0.2, -0.1, 0.0], [-0.1, -0.1, 0.0], [0.1, -0.2, 0.0], [-0.2, 0.1, -0.1], [0.1, 0.0, -0.1], [0.3, -0.2, 0.0], [-0.2, -0.1, 0.2], [0.3, 0.1, -0.1], [0.0, 0.0, 0.2], [0.2, -0.2, 0.1], [-0.1, 0.0, -0.2], [0.0, 0.0, 0.0], [-0.1, 0.0, -0.1], [0.1, 0.1, 0.1], [-0.1, 0.0, -0.1], [-0.2, 0.3, 0.0], [-0.1, -0.3, 0.1], [0.0, 0.3, -0.1], [-0.1, -0.1, -0.1], [0.0, 0.0, 0.0], [0.1, 0.0, 0.2], [0.0, -0.1, 0.0], [0.1, -0.1, 0.0], [0.0, 0.1, -0.2], [0.1, 0.0, 0.1]], "mulliken_charge": [-0.64, -0.52, -0.39, -0.57, 0.39, -0.60, 0.87, -0.59, -0.56, 0.29, 0.28, 0.12, 0.36, 0.34, 0.37, 0.32, -0.19, -0.06, 0.27, 0.44, 0.13, -0.45, 0.32, -0.29, 0.67, -0.53, -0.31, -0.28, 0.24, 0.30, 0.29, -0.42, 0.29, -0.32, 0.65, -0.49, -0.28, -0.28, 0.26, 0.29, 0.29]}

{"formula": "C10H18FNO4", "method": "the ωB97M-V functional and the def2-TZVPD basis", "de_lowest_kj_mol": 363.11, "lumo_ha": -0.0640, "homo_lumo_gap_ev": 4.21, "elements": ["C", "C", "O", "C", "C", "F", "C", "O", "O", "C", "C", "O", "H", "H", "H", "H", "H", "H", "H", "H", "H", "H", "C", "N", "C", "C", "H", "H", "H", "H", "H", "H", "H", "H"], "xyz": [[2.9592, 0.2893, 3.6252], [2.5126, 1.1339, 2.4647], [1.0752, 1.1015, 2.3556], [0.6970, 1.5048, 1.1234], [-0.7162, 1.3528, 0.9005], [-1.4863, 0.8801, 1.8805], [-1.2706, 1.5153, -0.4171], [-0.6437, 1.9445, -1.3753], [-2.5600, 1.1202, -0.4914], [-3.0086, 1.1598, -1.8612], [-4.2484, 0.3250, -2.0211], [1.4802, 1.9322, 0.2872], [4.0495, 0.2997, 3.6627], [2.5915, 0.6689, 4.5816], [2.6544, -0.7527, 3.4923], [2.8490, 2.1743, 2.5864], [2.9554, 0.7339, 1.5462], [-3.1993, 2.2024, -2.1558], [-2.2251, 0.7557, -2.5113], [-4.5449, 0.3424, -3.0709], [-4.0540, -0.7196, -1.7619], [-5.0866, 0.7080, -1.4340], [-2.2905, 6.2550, 1.0007], [-1.5228, 5.6181, 2.0698], [-0.2697, 6.2291, 2.5110], [-1.9161, 4.4820, 2.5763], [-1.7591, 7.1684, 0.7251], [-2.3598, 5.5776, 0.1371], [-3.3122, 6.4932, 1.3288], [-0.1405, 7.1471, 1.9337], [-0.2917, 6.4558, 3.5864], [0.5667, 5.5396, 2.3255], [-1.3260, 4.0273, 3.3748], [-2.8569, 4.0477, 2.2313]], "forces_ev_per_angstrom": [[0.0, -0.1, 0.3], [0.1, -0.1, 0.1], [1.2, -0.2, 0.6], [-1.3, 0.3, -1.3], [1.0, 1.6, -1.2], [-0.9, -0.9, 1.2], [1.6, 0.3, 0.9], [-0.6, 0.0, -0.1], [-0.8, -0.1, -1.0], [-0.1, -0.1, -0.1], [-0.3, -0.1, 0.1], [0.2, 0.0, 0.6], [0.0, 0.0, 0.0], [-0.1, -0.1, 0.0], [-0.1, 0.1, 0.1], [-0.1, -0.2, -0.1], [-0.2, 0.3, 0.1], [0.2, -0.2, 0.1], [-0.1, 0.3, 0.2], [0.0, 0.0, 0.0], [-0.1, 0.1, 0.1], [0.1, -0.1, 0.1], [-0.2, 0.1, -0.5], [-0.6, -1.4, 0.7], [0.5, 0.1, 0.1], [0.4, 0.6, -0.5], [-0.3, -0.2, -0.1], [0.2, 0.2, 0.2], [0.4, 0.0, 0.1], [0.2, -0.2, 0.3], [-0.2, 0.0, -0.4], [-0.3, 0.2, -0.1], [-0.2, 0.0, -0.4], [0.4, 0.0, 0.1]], "mulliken_charge": [-1.21, -0.18, -0.28, 0.49, 0.21, -0.40, 0.48, -0.67, -0.28, -0.18, -1.21, -0.67, 0.38, 0.30, 0.30, 0.25, 0.33, 0.25, 0.33, 0.38, 0.30, 0.30, -0.77, 0.11, -0.76, -0.30, 0.26, 0.35, 0.34, 0.26, 0.34, 0.34, 0.31, 0.31]}

{"formula": "C10H18IN2O4S", "method": "the ωB97M-V functional and the def2-TZVPD basis", "total_charge": 1, "lumo_ha": -0.1941, "homo_lumo_gap_ev": 6.03, "elements": ["C", "S", "O", "O", "N", "C", "N", "C", "C", "C", "C", "O", "I", "H", "H", "H", "H", "H", "H", "H", "H", "C", "C", "O", "C", "C", "H", "H", "H", "H", "H", "H", "H", "H", "H", "H"], "xyz": [[2.5220, 2.0957, 0.4896], [0.7501, 1.8110, -0.1531], [0.2983, 0.4469, 0.4623], [0.8632, 1.6541, -1.7196], [-0.3288, 3.1419, 0.1860], [0.2415, 4.5413, 0.3519], [-0.9832, 5.4129, 0.6855], [-2.3269, 4.6658, 0.7273], [-1.8564, 3.1309, 0.3946], [-2.8769, 1.8485, 0.3491], [-3.6069, 1.5942, -1.0966], [-3.9265, 2.5205, -2.0042], [-4.1668, -0.5093, -1.5695], [3.2186, 1.3576, -0.1385], [2.8768, 3.2125, 0.3443], [2.6296, 1.7484, 1.6257], [1.3613, 4.9297, 0.2954], [-0.8285, 6.4492, 0.8726], [-3.3662, 5.1444, 0.9746], [-3.7183, 1.9405, 1.1885], [-2.2733, 0.8659, 0.6116], [1.7708, -2.2115, -0.6310], [0.5224, -2.6920, 0.0916], [-0.1544, -3.7483, -0.5855], [0.5880, -4.9482, -0.7911], [1.0586, -5.5966, 0.4998], [1.5212, -1.8765, -1.6452], [2.2297, -1.3790, -0.0876], [2.5182, -3.0018, -0.7233], [-0.1850, -1.8597, 0.1603], [0.7510, -2.9872, 1.1197], [1.4275, -4.7606, -1.4686], [-0.0791, -5.6444, -1.3129], [1.7353, -4.9479, 1.0608], [1.5880, -6.5301, 0.2858], [0.2051, -5.8188, 1.1495]], "forces_ev_per_angstrom": [[1.3, 0.4, 1.0], [1.1, -8.1, -5.2], [0.9, 6.0, -1.1], [-0.6, 1.9, 6.3], [-1.7, 5.2, 1.6], [-6.0, -0.4, 0.9], [1.5, -3.8, -0.9], [5.7, -3.8, -1.4], [-0.6, 4.3, 0.9], [0.8, -0.6, 0.2], [-1.7, 4.7, -4.7], [2.5, -5.7, 6.5], [0.6, 1.7, 0.6], [-2.1, 1.7, 1.0], [-0.8, -2.4, 0.2], [-0.7, 0.9, -2.5], [-2.9, -1.1, 0.1], [-0.5, -1.9, -0.4], [2.4, -1.0, -0.6], [1.9, 0.1, -1.9], [-1.1, 2.1, -0.6], [0.1, 0.0, -0.2], [-0.1, -0.1, -0.1], [-0.1, 0.1, 0.0], [0.0, 0.0, 0.1], [0.0, 0.0, 0.2], [0.0, 0.0, 0.2], [-0.1, -0.1, 0.0], [0.0, 0.1, 0.1], [-0.1, -0.3, -0.1], [0.1, 0.0, 0.0], [0.1, 0.0, 0.1], [0.0, 0.3, 0.1], [0.1, -0.1, -0.1], [-0.1, 0.1, 0.0], [0.1, 0.0, -0.1]], "mulliken_charge": [-0.96, 1.02, -0.52, -0.58, 0.11, -0.06, -0.10, -0.35, 0.34, -0.53, 0.30, -0.46, 0.14, 0.35, 0.39, 0.35, 0.25, 0.28, 0.36, 0.40, 0.27, -0.87, -0.04, -0.42, -0.32, -0.99, 0.27, 0.18, 0.37, 0.03, 0.26, 0.30, 0.33, 0.25, 0.39, 0.28]}